{"formula": "C58H47FGeN2P3PdS3", "method": "wB97M-V/def2-TZVPD", "symbols": ["Pd", "F", "Ge", "C", "C", "C", "C", "C", "C", "P", "C", "C", "C", "C", "C", "C", "C", "C", "C", "C", "C", "C", "C", "C", "C", "C", "C", "C", "P", "C", "C", "C", "C", "C", "C", "C", "C", "C", "C", "C", "C", "C", "C", "C", "C", "C", "C", "P", "C", "C", "C", "C", "C", "C", "C", "C", "C", "C", "C", "C", "H", "H", "H", "H", "H", "H", "H", "H", "H", "H", "H", "H", "H", "H", "H", "H", "H", "H", "H", "H", "H", "H", "H", "H", "H", "H", "H", "H", "H", "H", "H", "H", "H", "H", "H", "H", "H", "H", "H", "H", "H", "H", "S", "C", "N", "S", "C", "N", "C", "C", "S", "H", "H", "H", "H", "H"], "xyz": [[0.6407, 0.4362, 0.6554], [4.2207, 2.8089, 2.2833], [2.6713, 2.0130, 1.8578], [1.8735, 3.6190, 0.9950], [2.6897, 4.7522, 1.0561], [2.2528, 5.9847, 0.5907], [0.9834, 6.1179, 0.0538], [0.1640, 5.0056, -0.0239], [0.5905, 3.7609, 0.4444], [-0.5267, 2.3518, 0.1780], [-1.1662, 2.6763, -1.4991], [-2.4988, 2.9887, -1.7551], [-2.9079, 3.2836, -3.0491], [-1.9941, 3.2888, -4.0908], [-0.6642, 2.9829, -3.8410], [-0.2592, 2.6639, -2.5575], [-2.0012, 2.5757, 1.2051], [-2.2511, 3.7012, 1.9811], [-3.4778, 3.8411, 2.6206], [-4.4579, 2.8724, 2.4688], [-4.2039, 1.7357, 1.7101], [-2.9750, 1.5797, 1.0951], [3.6054, 0.3646, 1.2535], [4.5742, -0.0448, 2.1701], [5.3450, -1.1741, 1.9382], [5.1756, -1.9080, 0.7735], [4.2364, -1.5034, -0.1606], [3.4497, -0.3779, 0.0756], [2.2170, 0.2191, -1.1176], [3.2268, 1.2733, -2.2043], [4.1629, 0.6916, -3.0643], [5.0252, 1.4887, -3.7955], [4.9763, 2.8722, -3.6654], [4.0653, 3.4544, -2.8006], [3.1926, 2.6574, -2.0713], [1.7061, -1.2080, -2.0969], [1.1186, -2.3445, -1.2977], [0.6978, -3.5140, -2.1250], [0.6521, -3.4534, -3.4749], [1.0583, -2.2898, -4.1639], [1.5970, -1.1971, -3.4530], [2.0355, 1.7916, 3.7034], [2.6638, 2.5958, 4.6594], [2.3643, 2.4677, 6.0058], [1.4451, 1.5162, 6.4264], [0.8125, 0.7163, 5.4927], [1.0906, 0.8596, 4.1309], [0.2580, -0.2294, 2.9364], [-1.3948, -0.4254, 3.6892], [-2.0089, 0.7205, 4.1985], [-3.2296, 0.6326, 4.8441], [-3.8706, -0.5935, 4.9611], [-3.2773, -1.7310, 4.4377], [-2.0399, -1.6513, 3.8127], [1.1077, -1.8330, 3.1625], [0.6550, -2.9603, 2.4704], [1.3192, -4.1708, 2.5770], [2.4556, -4.2718, 3.3693], [2.9120, -3.1607, 4.0588], [2.2443, -1.9474, 3.9590], [3.6852, 4.6679, 1.4645], [2.9152, 6.8390, 0.6461], [0.6368, 7.0743, -0.3146], [-0.8172, 5.0953, -0.4754], [-3.2221, 3.0157, -0.9519], [-3.9467, 3.5201, -3.2402], [-2.3193, 3.5240, -5.0957], [0.0546, 2.9743, -4.6502], [0.7750, 2.4068, -2.3810], [-1.4980, 4.4726, 2.0803], [-3.6715, 4.7190, 3.2231], [-5.4178, 2.9951, 2.9538], [-4.9577, 0.9644, 1.6166], [-2.7699, 0.6891, 0.5075], [4.7345, 0.5301, 3.0744], [6.0827, -1.4793, 2.6690], [5.7819, -2.7848, 0.5869], [4.1213, -2.0567, -1.0867], [4.2203, -0.3856, -3.1586], [5.7438, 1.0310, -4.4624], [5.6559, 3.4914, -4.2358], [4.0305, 4.5298, -2.6856], [2.4947, 3.1219, -1.3881], [1.8206, -2.6640, -0.5191], [0.3835, -4.4017, -1.5904], [0.2965, -4.3064, -4.0378], [0.9606, -2.2320, -5.2379], [1.9236, -0.3265, -4.0085], [3.4044, 3.3171, 4.3425], [2.8573, 3.1049, 6.7286], [1.2198, 1.3982, 7.4781], [0.0933, -0.0233, 5.8215], [-1.5203, 1.6835, 4.1131], [-3.6823, 1.5260, 5.2534], [-4.8250, -0.6628, 5.4666], [-3.7651, -2.6923, 4.5328], [-1.5782, -2.5581, 3.4490], [-0.2319, -2.8984, 1.8559], [0.9450, -5.0379, 2.0474], [2.9768, -5.2163, 3.4546], [3.7935, -3.2344, 4.6826], [2.6133, -1.0905, 4.5063], [-2.6736, -2.1801, 0.2142], [-1.1868, -2.0417, -0.3060], [-0.0374, -1.8279, -0.5180], [-1.6600, -0.3639, -3.3044], [-3.2748, -0.4637, -3.6176], [-4.2012, -1.0185, -2.8264], [-5.5946, -0.7679, -3.1582], [-5.6148, -0.6097, -4.6718], [-4.0281, 0.1950, -5.0587], [-3.9091, -1.3436, -1.9142], [-5.9416, 0.1489, -2.6705], [-6.2186, -1.5981, -2.8305], [-6.4392, 0.0096, -5.0146], [-5.6505, -1.5750, -5.1745]], "forces_ev_per_angstrom": [[-0.13, -0.33, 0.05], [0.00, -0.01, -0.01], [0.06, 0.16, 0.05], [0.00, -0.10, 0.01], [-0.02, 0.05, -0.01], [0.03, -0.03, 0.01], [-0.02, 0.00, -0.01], [-0.01, 0.00, 0.00], [0.02, 0.04, -0.03], [-0.06, 0.12, 0.17], [0.02, -0.03, -0.03], [0.02, 0.01, 0.00], [0.00, 0.00, -0.01], [0.00, 0.01, 0.00], [-0.01, -0.01, -0.01], [-0.04, 0.00, 0.03], [-0.03, 0.06, -0.07], [0.01, -0.01, 0.01], [0.01, 0.01, 0.01], [-0.01, -0.01, 0.03], [0.02, -0.02, 0.06], [0.04, 0.00, 0.01], [0.00, 0.07, -0.07], [0.00, -0.04, 0.03], [-0.02, 0.01, 0.03], [0.00, -0.01, -0.03], [0.01, 0.01, 0.00], [-0.01, -0.05, 0.02], [0.12, 0.09, -0.02], [0.02, -0.06, -0.03], [-0.02, 0.02, 0.04], [0.01, 0.01, 0.00], [0.01, -0.03, -0.02], [-0.02, 0.01, 0.00], [0.01, -0.02, 0.01], [-0.09, 0.05, 0.02], [-0.05, -0.01, 0.03], [0.00, -0.01, -0.01], [0.00, 0.02, -0.02], [-0.01, -0.01, -0.02], [0.04, 0.01, 0.03], [-0.01, -0.01, -0.03], [-0.01, -0.02, -0.02], [0.00, 0.00, 0.00], [0.00, 0.01, 0.01], [0.00, 0.00, -0.02], [-0.01, 0.00, 0.03], [0.06, 0.01, -0.05], [0.03, 0.07, 0.01], [-0.02, -0.02, -0.05], [-0.04, 0.02, -0.04], [0.00, 0.01, 0.00], [0.00, -0.02, 0.00], [0.01, -0.02, 0.01], [-0.06, -0.03, 0.00], [0.05, 0.03, -0.01], [0.00, -0.01, 0.00], [-0.01, -0.02, 0.00], [0.02, 0.00, 0.00], [0.00, 0.01, -0.03], [0.00, 0.00, 0.01], [0.00, 0.00, 0.00], [0.00, 0.00, 0.00], [0.00, 0.01, 0.01], [0.00, 0.01, -0.02], [0.00, 0.00, 0.01], [0.00, 0.00, 0.00], [0.01, -0.01, 0.01], [-0.01, 0.01, 0.00], [0.00, 0.02, 0.00], [0.00, 0.00, 0.00], [0.00, 0.00, 0.00], [0.00, 0.00, -0.01], [-0.01, 0.02, 0.01], [0.00, -0.01, -0.01], [0.00, 0.00, 0.00], [0.00, 0.00, 0.00], [-0.01, -0.01, 0.00], [0.02, 0.01, 0.01], [0.00, 0.00, 0.00], [0.00, 0.00, 0.00], [0.00, 0.00, 0.00], [0.01, 0.03, 0.00], [0.04, -0.02, -0.01], [-0.01, 0.00, 0.01], [0.00, 0.00, 0.00], [0.01, 0.00, 0.00], [0.02, -0.03, -0.01], [0.01, 0.01, 0.00], [0.00, 0.00, 0.00], [0.00, 0.00, 0.00], [0.00, 0.00, 0.01], [-0.01, 0.00, 0.00], [0.00, 0.01, 0.00], [0.00, 0.00, 0.00], [0.00, 0.00, 0.00], [-0.03, 0.03, 0.02], [0.01, 0.00, -0.05], [0.00, 0.00, 0.00], [0.00, 0.00, -0.01], [0.00, 0.01, 0.00], [0.02, 0.00, -0.01], [-0.03, -0.20, -0.10], [-0.12, 0.32, 0.28], [0.21, -0.13, -0.19], [-0.02, -0.10, -0.03], [0.02, 0.07, 0.00], [-0.04, -0.02, 0.01], [-0.01, 0.03, 0.02], [0.05, 0.01, -0.03], [-0.01, -0.03, 0.00], [0.00, -0.01, -0.01], [-0.01, 0.00, 0.00], [0.00, -0.01, -0.01], [-0.01, 0.00, 0.01], [-0.02, 0.00, 0.01]], "multiplicity": 3, "lumo_ev": [-2.009, -3.697], "e_above_lowest_ev": 0.004, "s_squared": 2.042, "charge": 1}